This record from OMol25 describes C25H29I2NO3PSW as an isolated structure at a distorted geometry. The level of theory is ωB97M-V with the def2-TZVPD basis set.

```
63
Properties=species:S:1:pos:R:3:lowdin_spin:R:1
W -0.2835 0.4848 1.0194 1.466
O 2.3137 -2.2721 1.1949 0.013
C 1.9171 -1.2901 1.7634 0.023
O 0.5548 -1.0522 1.8363 0.044
C 2.6931 -0.3575 2.6362 0.012
C 3.8421 -0.8860 3.2361 0.002
C 4.4880 -0.2518 4.2671 0.013
C 3.9025 0.9062 4.7781 0.000
C 2.6779 1.3991 4.3141 0.016
C 2.1237 0.8590 3.1280 0.009
S 1.0115 1.9525 2.2990 0.123
H 4.2694 -1.7784 2.7830 0.000
H 5.4548 -0.6248 4.6649 0.001
H 4.4719 1.4141 5.5886 0.000
H 2.1454 2.2144 4.8072 0.000
I -4.3935 3.9140 0.3391 0.002
C -4.3552 1.8915 1.0172 0.007
C -5.5095 1.2522 1.3981 -0.004
C -5.6036 -0.1280 1.4719 0.007
I -7.5959 -0.7909 1.9172 0.001
C -4.4885 -0.9542 1.2879 -0.001
C -4.3993 -2.3714 1.3967 0.020
C -3.1728 -2.9667 1.3129 -0.001
C -2.0085 -2.2387 1.2925 0.022
N -1.9824 -0.8800 1.2449 0.011
C -3.2257 -0.2130 1.1856 0.007
C -3.1125 1.1793 0.9739 0.001
O -1.9102 1.6162 0.6239 0.067
H -6.3909 1.7955 1.5227 0.000
H -5.3560 -2.8657 1.3274 0.001
H -3.1168 -4.0607 1.3381 0.000
H -1.0143 -2.6939 1.1114 0.001
C 0.6917 -2.4176 -1.5336 0.002
C -0.0676 -1.1752 -2.1171 0.025
C -1.5846 -1.2766 -1.8561 0.008
P 0.5794 0.4616 -1.3482 0.066
C -0.2622 1.7615 -2.2989 0.012
C 0.1512 3.1814 -1.8608 0.005
C -0.1129 1.6520 -3.8656 0.001
C 2.4299 0.6108 -1.9706 0.005
C 3.5327 0.3527 -0.9324 0.001
C 2.6994 -0.2760 -3.2239 -0.001
H 1.6151 -2.2150 -0.9863 0.000
H 0.9388 -3.0345 -2.3913 0.000
H 0.0142 -2.8941 -0.8613 0.000
H 0.1051 -1.0704 -3.1525 0.002
H -1.9158 -2.0556 -2.5694 0.000
H -2.1456 -0.3607 -2.0651 0.000
H -1.9034 -1.6523 -0.9097 0.003
H -1.3147 1.5691 -2.0728 0.000
H 1.2622 3.3730 -1.9202 0.000
H -0.0926 3.3173 -0.7519 0.004
H -0.3263 4.0428 -2.4191 0.000
H 0.8517 2.0745 -4.1672 0.000
H -0.8710 2.2713 -4.3457 0.001
H -0.3180 0.5954 -4.2509 0.000
H 2.3627 1.6434 -2.3258 0.000
H 3.5013 -0.7279 -0.6365 0.000
H 3.4128 1.0768 -0.1278 0.001
H 4.5267 0.5183 -1.4043 0.000
H 3.0716 -1.2487 -2.8801 0.000
H 3.3727 0.2285 -3.9136 0.000
H 1.8485 -0.5287 -3.9187 0.000
```

Values from the calculation:
Multiplicity ... 3
Orbital gap (spin up / spin down) ... 5.818 / 6.763 eV
Highest occupied orbital energy (spin up / spin down) ... -10.37 / -11.16 eV
Net charge ... +1